Formula: C2H6N3O
Source: the OMol25 dataset
Level of theory: ωB97M-V with the def2-TZVPD basis set

## Properties
- Gap between HOMO and LUMO (alpha / beta): 7.7 / 7.7 eV
- HOMO (alpha / beta): -15.20 / -15.20 eV
- Net charge: +1
- LUMO level (alpha / beta): -0.2752 / -0.2752 Eh
- Molecular weight: 88.09 g/mol
- Strongest force on any atom: 3.9 eV/A
- Total energy: -8677.239 eV
- ΔE to the lowest compared entry with this formula, charge and spin: 137.9 kcal per mole

Element x y z (Å)
C -0.815814 -1.069379 -0.033149
C -0.732750 0.974557 -0.673450
N -1.732902 -0.483344 0.679248
N -0.103446 -0.272439 -0.802870
N 1.643694 -0.205769 0.492780
O -1.764054 0.791267 0.385306
H -0.621687 -2.145065 -0.193613
H -0.183474 1.836044 -0.364630
H -1.240608 1.306520 -1.676144
H 2.414114 -0.267486 -0.078738
H 1.322178 -0.954452 1.035882
H 1.814750 0.489545 1.229376

Force components x, y, z for each atom (eV/Å):
0.54 -2.43 -1.49
-1.64 0.53 -0.99
-1.44 0.80 0.68
0.53 1.90 -0.56
-2.12 2.66 1.99
0.96 -0.77 -0.63
-0.58 0.56 1.09
0.82 0.38 0.17
0.51 -0.98 1.62
2.10 -0.92 -1.42
0.27 -2.05 0.21
0.03 0.32 -0.67

Atomic partial charges in e from the Löwdin method, atoms 1 to 4: -0.192, -0.106, 0.179, 0.149